A structure of composition C72H75N7P3Sr at a distorted geometry, computed with the ωB97M-V functional and the def2-TZVPD basis.

## Properties
E_LUMO	-2.366	eV
orbital gap	5.598	eV
net charge	+1
highest occupied orbital energy	-0.293	Eh
total energy	-4226.6762	hartree
max |F|	0.103	hartree/bohr

Element x y z (Å)
Sr (-0.07561, 0.29145, 0.26571)
C (2.24509, -2.17342, -2.04821)
C (1.44255, -3.38814, -2.48986)
C (1.77584, -3.74422, -3.93514)
P (-0.33680, -3.14300, -1.97368)
C (-1.18129, -4.59942, -2.76382)
C (-2.68893, -4.45835, -2.59226)
C (-0.69887, -5.91636, -2.16669)
C (-0.95886, -1.80309, -3.06798)
C (-0.90709, -1.88960, -4.46166)
C (-1.50711, -0.94742, -5.27519)
C (-2.14782, 0.14041, -4.69580)
C (-2.22171, 0.23952, -3.32050)
C (-1.68497, -0.74983, -2.48602)
N (-1.97497, -0.73878, -1.10345)
C (-3.23078, -1.17256, -0.79124)
C (-4.20753, -1.50813, -1.76809)
C (-5.46245, -1.96432, -1.43339)
C (-5.84787, -2.13321, -0.10531)
C (-4.91082, -1.84299, 0.86497)
C (-3.63027, -1.38147, 0.55733)
P (-2.44633, -1.12421, 1.88767)
C (-2.18461, -2.82329, 2.64742)
C (-3.06849, -3.21012, 3.82905)
C (-2.25632, -3.89021, 1.55667)
C (-3.38535, -0.17939, 3.17764)
C (-4.27135, 0.87511, 2.54205)
C (-2.37861, 0.44583, 4.14012)
H (3.29727, -2.27955, -2.32660)
H (2.19229, -2.03267, -0.97366)
H (1.86260, -1.27091, -2.52634)
H (1.74266, -4.23121, -1.84993)
H (1.59450, -2.90141, -4.60193)
H (1.20357, -4.59482, -4.30090)
H (2.83416, -4.00204, -4.01722)
H (-0.95432, -4.59579, -3.83448)
H (-2.95667, -4.35204, -1.54003)
H (-3.19587, -5.34234, -2.98024)
H (-3.07705, -3.58637, -3.11631)
H (-1.01517, -5.99752, -1.12723)
H (0.38411, -6.02952, -2.19733)
H (-1.13682, -6.75528, -2.70899)
H (-0.42300, -2.73727, -4.92632)
H (-1.46915, -1.05439, -6.34919)
H (-2.61367, 0.89198, -5.31764)
H (-2.78768, 1.03832, -2.85706)
H (-3.96543, -1.41255, -2.81607)
H (-6.15726, -2.19787, -2.22978)
H (-6.83268, -2.48991, 0.15526)
H (-5.17664, -1.98183, 1.90689)
H (-1.15265, -2.79612, 3.01793)
H (-4.12086, -3.24520, 3.54956)
H (-2.96292, -2.53338, 4.67598)
H (-2.79334, -4.20765, 4.17224)
H (-1.73130, -3.59473, 0.64401)
H (-3.29121, -4.08225, 1.27900)
H (-1.82296, -4.82268, 1.92592)
H (-4.01527, -0.86887, 3.74652)
H (-3.75233, 1.39449, 1.73938)
H (-4.56983, 1.61749, 3.28596)
H (-5.16932, 0.44065, 2.10761)
H (-1.78766, 1.20524, 3.61830)
H (-1.68591, -0.29126, 4.54852)
H (-2.88767, 0.92870, 4.97602)
C (4.07253, 3.27611, -0.33755)
N (2.99908, 2.60706, -1.04766)
C (1.98077, 1.89098, -0.51301)
N (1.19642, 1.36663, -1.46153)
C (1.73866, 1.79199, -2.64105)
C (2.85936, 2.55261, -2.40018)
C (3.74033, 3.25032, -3.34635)
C (4.59047, 2.52822, -4.17551)
C (5.40405, 3.19017, -5.07932)
C (5.37276, 4.57363, -5.15883)
C (4.52360, 5.29841, -4.33597)
C (3.70723, 4.63923, -3.43394)
C (1.26384, 1.62319, -4.02788)
C (0.46588, 2.61773, -4.58309)
C (0.28167, 2.68305, -5.95271)
C (0.89693, 1.75684, -6.77991)
C (1.67508, 0.75154, -6.23168)
C (1.85930, 0.68510, -4.86100)
P (1.91590, 1.93698, 1.31888)
C (0.20374, 2.51316, 1.66598)
N (-0.86457, 2.45171, 0.87862)
C (-1.76908, 3.35474, 1.35469)
C (-1.24792, 3.94842, 2.48806)
N (-0.00397, 3.40992, 2.66314)
C (0.90979, 3.74786, 3.73294)
C (-1.78935, 4.96971, 3.39223)
C (-1.95466, 6.27662, 2.94352)
C (-2.48389, 7.23589, 3.78915)
C (-2.84516, 6.89714, 5.08499)
C (-2.67839, 5.59677, 5.53661)
C (-2.15262, 4.63338, 4.69264)
C (-3.04471, 3.56296, 0.65832)
C (-4.11917, 4.21053, 1.26614)
C (-5.33050, 4.31751, 0.60731)
C (-5.48949, 3.77336, -0.65679)
C (-4.42470, 3.12482, -1.26613)
C (-3.20675, 3.02535, -0.61722)
C (2.12990, 0.18858, 1.84046)
N (1.64606, -0.94967, 1.35080)
C (2.37784, -1.94923, 1.89989)
C (3.30239, -1.42116, 2.77596)
N (3.13112, -0.06294, 2.72480)
C (3.85623, 0.90848, 3.52011)
C (4.25440, -2.09662, 3.66157)
C (3.78436, -3.03388, 4.57628)
C (4.67220, -3.70433, 5.39898)
C (6.03166, -3.44321, 5.31434)
C (6.50540, -2.51239, 4.40174)
C (5.62043, -1.84316, 3.57473)
C (2.19811, -3.35605, 1.53568)
C (0.92095, -3.87626, 1.37897)
C (0.74992, -5.20880, 1.04598)
C (1.85442, -6.02376, 0.84763)
C (3.13551, -5.50025, 0.97929)
C (3.30843, -4.17131, 1.32431)
H (4.58034, 2.57157, 0.32313)
H (3.68367, 4.11335, 0.24453)
H (4.77933, 3.64778, -1.07582)
H (4.60531, 1.44825, -4.11658)
H (6.06050, 2.62439, -5.72478)
H (6.00541, 5.08742, -5.86753)
H (4.49022, 6.37625, -4.40464)
H (3.02713, 5.20095, -2.80541)
H (0.02007, 3.36435, -3.93904)
H (-0.33016, 3.46716, -6.37586)
H (0.76417, 1.81582, -7.85104)
H (2.14988, 0.02121, -6.87202)
H (2.50339, -0.07422, -4.43957)
H (0.62317, 4.71499, 4.14125)
H (1.92529, 3.80806, 3.33575)
H (0.86313, 2.99792, 4.52551)
H (-1.68503, 6.53099, 1.92713)
H (-2.61826, 8.24823, 3.43599)
H (-3.26039, 7.64676, 5.74198)
H (-2.96789, 5.33013, 6.54280)
H (-2.04723, 3.61049, 5.03216)
H (-4.02829, 4.60050, 2.26735)
H (-6.16018, 4.81265, 1.09231)
H (-6.44172, 3.84522, -1.16176)
H (-4.54791, 2.68443, -2.24474)
H (-2.38651, 2.49915, -1.08927)
H (4.28356, 0.39260, 4.37692)
H (3.17250, 1.67984, 3.87222)
H (4.65766, 1.36680, 2.93836)
H (2.72430, -3.24253, 4.62973)
H (4.30299, -4.43344, 6.10570)
H (6.72294, -3.96906, 5.95594)
H (7.56533, -2.31551, 4.32750)
H (5.99363, -1.13573, 2.84415)
H (0.05966, -3.23153, 1.50567)
H (-0.25015, -5.60609, 0.93266)
H (1.71722, -7.06295, 0.58252)
H (3.99962, -6.12737, 0.80941)
H (4.30629, -3.76276, 1.41775)

=====

A structure of composition C72H76BCsN8OP3S2 at a distorted geometry, computed with the ωB97M-V functional and the def2-TZVPD basis.

## Properties
E_LUMO (spin up / spin down)	3.324 / 2.834	eV
multiplicity	2
orbital gap (spin up / spin down)	4.840 / 4.350	eV
net charge	-2
highest occupied orbital energy (spin up / spin down)	-0.056 / -0.056	Eh
total energy	-5168.1934	hartree
max |F|	0.046	hartree/bohr

Element x y z (Å)
Cs (0.18162, 0.54619, -0.40554)
C (-3.48938, -0.93212, -0.41269)
C (-3.88623, -0.77316, 0.92464)
N (-3.94991, 0.50716, 1.26320)
N (-3.58425, 1.19546, 0.16822)
C (-3.31056, 0.35683, -0.85790)
B (-3.57689, 2.72442, 0.16052)
N (-2.91450, 3.29222, -1.11047)
C (-3.41973, 4.08268, -2.08279)
C (-2.36974, 4.51970, -2.85927)
C (-1.23516, 3.92813, -2.27620)
N (-1.57397, 3.20189, -1.22498)
N (-2.75528, 3.27929, 1.33836)
C (-2.59275, 4.59543, 1.60301)
C (-1.60800, 4.71831, 2.55671)
C (-1.21098, 3.39077, 2.80188)
N (-1.90481, 2.54268, 2.06074)
N (-5.04507, 3.20993, 0.27745)
C (-5.68338, 3.64435, 1.38383)
C (-7.03306, 3.67936, 1.11109)
C (-7.12100, 3.22586, -0.21631)
N (-5.92391, 2.94174, -0.70362)
H (-3.35577, -1.84133, -0.97359)
H (-4.13336, -1.54152, 1.64286)
H (-3.04614, 0.72139, -1.83527)
H (-4.47769, 4.26357, -2.16319)
H (-2.40900, 5.15770, -3.72577)
H (-0.20293, 3.99513, -2.58379)
H (-3.17656, 5.34329, 1.09008)
H (-1.22853, 5.62537, 2.99711)
H (-0.45655, 3.02576, 3.48259)
H (-5.14318, 3.90581, 2.27813)
H (-7.83407, 3.97072, 1.76975)
H (-8.00027, 3.09144, -0.82738)
C (3.26338, 2.82346, 2.01040)
C (3.32991, 1.58669, 2.60371)
C (3.65852, 0.61374, 1.51824)
C (3.76245, 1.34303, 0.34533)
C (3.52956, 2.70502, 0.61311)
C (3.51347, 3.81622, -0.39296)
C (4.17994, 5.07486, 0.17990)
C (4.23804, 3.42400, -1.68650)
C (2.04405, 4.11943, -0.74907)
C (4.04687, -0.85815, 1.52109)
C (5.50955, -1.00098, 1.99488)
C (4.00788, -1.40360, 0.08440)
C (3.12852, -1.77728, 2.34427)
C (2.97109, 1.39501, 4.06975)
C (4.05142, 0.65163, 4.86896)
C (2.79367, 2.75875, 4.75801)
C (1.61719, 0.67350, 4.19422)
H (3.01171, 3.74952, 2.50162)
H (4.00765, 0.95966, -0.63039)
H (5.21689, 4.86582, 0.45343)
H (3.65902, 5.43480, 1.06876)
H (4.17305, 5.86833, -0.56986)
H (5.28050, 3.15888, -1.49252)
H (4.21443, 4.26557, -2.38165)
H (3.74076, 2.58330, -2.17192)
H (1.44407, 4.29663, 0.14586)
H (1.61523, 3.27057, -1.28530)
H (1.98951, 4.99664, -1.39747)
H (6.16161, -0.43617, 1.32606)
H (5.80540, -2.05301, 1.97395)
H (5.66485, -0.61825, 3.00205)
H (4.75669, -0.93070, -0.55051)
H (3.02773, -1.21253, -0.33411)
H (4.20511, -2.47656, 0.08532)
H (3.21032, -1.61847, 3.41702)
H (3.39878, -2.81707, 2.14868)
H (2.08619, -1.63982, 2.04797)
H (4.96969, 1.24483, 4.88889)
H (4.28187, -0.31802, 4.44156)
H (3.71347, 0.49494, 5.89647)
H (3.66912, 3.39584, 4.61655)
H (2.65465, 2.60503, 5.83023)
H (1.91728, 3.27874, 4.36841)
H (1.66971, -0.37354, 3.91786)
H (0.88002, 1.14343, 3.54116)
H (1.25137, 0.73920, 5.22241)
S (-0.54574, -3.19194, -1.44351)
P (-0.24271, -2.22874, -3.14752)
C (-0.29405, -0.52890, -3.00329)
P (0.55253, 0.43636, -4.14402)
S (1.75560, 1.77823, -3.32329)
C (1.44942, -0.39080, -5.51929)
C (0.74000, -0.99474, -6.55646)
C (1.41194, -1.63717, -7.58237)
C (2.79682, -1.71106, -7.56633)
C (3.50496, -1.15320, -6.51270)
C (2.83520, -0.49103, -5.49366)
C (-0.66428, 1.38524, -5.16036)
C (-1.88855, 1.69718, -4.57987)
C (-2.85891, 2.38440, -5.29449)
C (-2.60758, 2.77354, -6.60235)
C (-1.36874, 2.51350, -7.17236)
C (-0.39711, 1.83280, -6.45319)
C (-1.57216, -2.82836, -4.29842)
C (-2.38490, -1.89537, -4.92814)
C (-3.42761, -2.29972, -5.75273)
C (-3.66607, -3.65084, -5.95461)
C (-2.88542, -4.59350, -5.29551)
C (-1.85532, -4.18483, -4.46200)
C (1.26183, -3.07027, -3.83503)
C (1.33122, -3.92561, -4.92760)
C (2.51803, -4.58717, -5.22368)
C (3.64732, -4.39242, -4.44608)
C (3.59156, -3.52818, -3.35998)
C (2.40831, -2.87827, -3.06039)
H (-0.34267, -0.94218, -6.55605)
H (0.85339, -2.08963, -8.39463)
H (3.32476, -2.21767, -8.36656)
H (4.58621, -1.23005, -6.48849)
H (3.37297, -0.02033, -4.67979)
H (-2.07375, 1.36554, -3.56563)
H (-3.81016, 2.61190, -4.83020)
H (-3.37495, 3.27970, -7.17778)
H (-1.16180, 2.83572, -8.18753)
H (0.57034, 1.63434, -6.89788)
H (-2.18410, -0.84496, -4.76118)
H (-4.05323, -1.55362, -6.22944)
H (-4.45810, -3.97026, -6.62309)
H (-3.09079, -5.65088, -5.42610)
H (-1.26365, -4.91222, -3.91829)
H (0.45858, -4.08185, -5.54645)
H (2.55873, -5.25747, -6.07587)
H (4.57411, -4.90254, -4.68522)
H (4.47490, -3.36975, -2.75072)
H (2.33983, -2.21441, -2.20670)
O (-0.49347, -1.00798, 3.21801)
P (-1.05461, -1.92307, 4.22169)
C (-1.13667, -3.63196, 3.61602)
C (-1.32891, -4.73759, 4.44119)
C (-1.29024, -6.01309, 3.90196)
C (-1.05940, -6.18912, 2.54122)
C (-0.88626, -5.08915, 1.71440)
C (-0.92658, -3.80989, 2.25136)
C (-0.03557, -2.00365, 5.73902)
C (1.06449, -2.85481, 5.79527)
C (1.93245, -2.79944, 6.87512)
C (1.70952, -1.89133, 7.90116)
C (0.62458, -1.02789, 7.83924)
C (-0.24438, -1.08170, 6.76014)
C (-2.70390, -1.44223, 4.79870)
C (-3.32122, -0.38998, 4.13073)
C (-4.56455, 0.05843, 4.55604)
C (-5.18092, -0.53429, 5.64738)
C (-4.56206, -1.58762, 6.31472)
C (-3.32473, -2.04323, 5.89253)
H (-1.48923, -4.60548, 5.50487)
H (-1.42410, -6.87327, 4.54712)
H (-1.01105, -7.19079, 2.13200)
H (-0.70619, -5.20911, 0.65314)
H (-0.78656, -2.94404, 1.61282)
H (1.23544, -3.55214, 4.98359)
H (2.79161, -3.45795, 6.91229)
H (2.38913, -1.84457, 8.74325)
H (0.46325, -0.30441, 8.62894)
H (-1.08553, -0.40197, 6.69566)
H (-2.83414, 0.07992, 3.28198)
H (-5.03671, 0.87464, 4.02405)
H (-6.14565, -0.17936, 5.98933)
H (-5.04328, -2.04764, 7.16972)
H (-2.83204, -2.85019, 6.42250)